# C17H27BBaNO4P2

A structure of composition C17H27BBaNO4P2 (the ωB97M-V functional and the def2-TZVPD basis, the OMol25 dataset).

Geometry (Å):
Ba (0.11447, -0.35530, 1.45094)
P (0.03555, 2.84457, -0.31698)
C (-1.48125, 1.93669, -0.85672)
C (-1.59494, 0.63642, -1.55003)
N (-0.76563, -0.44647, -1.17926)
C (-0.76401, -1.54685, -1.94758)
C (-1.56628, -1.59233, -3.09889)
C (-2.51148, -0.58885, -3.42790)
C (-2.60660, 0.51681, -2.57535)
C (0.20764, -2.66312, -1.67019)
P (0.85349, -2.88726, 0.03159)
H (-3.42290, 1.27986, -2.66471)
H (-1.35633, -2.41721, -3.77406)
H (-3.11455, -0.64502, -4.36342)
H (-0.27954, -3.58125, -2.01293)
H (1.07043, -2.46030, -2.31875)
H (-2.85063, 0.65991, 2.93621)
H (-2.38777, 2.28772, -0.51984)
H (-2.39980, -3.75897, 2.96636)
O (-3.53192, 1.09484, 2.42687)
H (-4.44640, 0.65567, 2.58753)
H (-0.56078, -0.04837, 3.35750)
O (-1.84495, -4.13707, 3.71146)
H (-1.84257, -3.19469, 4.01612)
C (-0.54008, -3.91312, 0.64713)
H (-0.65526, -4.79823, 0.01566)
H (-0.36030, -4.19267, 1.69676)
H (-1.47015, -3.31993, 0.63799)
C (2.09250, -4.23439, -0.26652)
H (2.63667, -4.39866, 0.68551)
H (1.62881, -5.19549, -0.57745)
H (2.82736, -3.90894, -1.02909)
C (0.18106, 3.70849, -1.94035)
H (-0.59257, 4.48100, -1.95255)
H (1.17867, 4.14360, -2.09511)
H (-0.01890, 2.96766, -2.73588)
C (-0.57810, 3.95257, 1.05591)
H (0.29630, 4.15467, 1.69160)
H (-0.93925, 4.90389, 0.63297)
H (-1.37082, 3.46224, 1.65459)
O (2.89267, 2.51101, -0.40223)
B (1.71668, 2.09667, 0.25943)
O (1.99298, 1.43847, 1.51739)
C (3.35152, 1.70300, 1.69881)
C (4.07898, 1.57049, 2.85678)
C (5.38921, 2.10162, 2.85300)
C (5.91745, 2.70389, 1.70490)
C (5.14088, 2.80267, 0.54111)
C (3.86198, 2.31473, 0.55376)
H (3.66991, 1.07263, 3.74754)
H (6.01941, 2.04407, 3.75243)
H (6.93065, 3.11730, 1.71168)
H (5.51764, 3.27567, -0.36707)

Calculated values
E_tot (eV): -47687.8449
Kohn-Sham gap (eV): 6.10
Multiplicity: 1
Relative energy (zero: lowest compared OMol25 entry of this formula, charge and spin) (kcal per mole): 51.81
Molecular weight (g mol⁻¹): 519.49
Charge: +1
E_HOMO (Eh): -0.3541